{
  "formula": "C10H16O",
  "method": "the ωB97M-V functional and the def2-TZVPD basis",
  "gap_ev": 9.88,
  "de_lowest_kj_mol": 168.5,
  "total_energy_ev": -12675.9781,
  "smiles": "CCc1ccccc1.CCO",
  "molar_mass_g_mol": 152.237,
  "symbols": ["C", "C", "C", "C", "C", "C", "C", "C", "H", "H", "H", "H", "H", "H", "H", "H", "H", "H", "C", "C", "O", "H", "H", "H", "H", "H", "H"],
  "positions_angstrom": [[-0.9868, -1.1610, 1.4051], [-0.7849, -0.9495, -0.1141], [0.6044, -1.3732, -0.5480], [0.7234, -2.6037, -1.2010], [1.9426, -3.0051, -1.7369], [3.0123, -2.1236, -1.7371], [2.8898, -0.8561, -1.1796], [1.6815, -0.4901, -0.5952], [-2.0058, -0.8182, 1.5996], [-0.2563, -0.5700, 1.9515], [-0.9527, -2.2152, 1.6679], [-1.5233, -1.5076, -0.6926], [-0.9909, 0.0916, -0.3462], [-0.1404, -3.2552, -1.2135], [1.9101, -3.9160, -2.3198], [4.0312, -2.3662, -2.0176], [3.6898, -0.1378, -1.0617], [1.4892, 0.5049, -0.2059], [-2.2373, 2.2962, 0.7443], [-1.0785, 3.2389, 0.7566], [-1.3528, 4.3144, 1.7070], [-2.4292, 1.5391, -0.0331], [-3.1814, 2.8215, 0.5339], [-2.3697, 1.6056, 1.5790], [-0.1714, 2.7115, 1.0454], [-0.9970, 3.8010, -0.1730], [-0.5160, 4.4237, 2.1851]],
  "nbo_charge": [-0.597, -0.418, -0.006, -0.213, -0.200, -0.228, -0.206, -0.216, 0.203, 0.206, 0.209, 0.205, 0.209, 0.206, 0.214, 0.215, 0.214, 0.201, -0.663, -0.081, -0.726, 0.223, 0.222, 0.216, 0.166, 0.179, 0.465]
}